{
  "formula": "C25H40GeN9O7W",
  "method": "ωB97M-V with the def2-TZVPD basis set",
  "elements": ["W", "N", "C", "C", "N", "C", "C", "N", "H", "H", "H", "H", "H", "H", "H", "H", "H", "H", "H", "H", "H", "N", "C", "C", "N", "C", "C", "N", "C", "C", "N", "H", "H", "H", "H", "H", "H", "O", "C", "O", "C", "C", "C", "C", "C", "C", "O", "N", "O", "O", "N", "O", "O", "H", "H", "C", "C", "C", "C", "Ge", "C", "C", "C", "C", "H", "H", "H", "H", "H", "H", "H", "H", "H", "H", "H", "H", "H", "H", "H", "H", "H", "H", "H"],
  "coordinates": [[1.07907, 0.55694, -0.22080], [1.10544, -0.21511, 2.32607], [2.30572, -1.05403, 2.52311], [2.31298, -2.13510, 1.45188], [2.43039, -1.54807, 0.08487], [3.84344, -1.40881, -0.39337], [4.27680, 0.05437, -0.46784], [3.30931, 0.82222, -1.29742], [1.22114, 0.62987, 2.89306], [0.29207, -0.69076, 2.73249], [2.31577, -1.52796, 3.51080], [3.19979, -0.42643, 2.44027], [1.36021, -2.67924, 1.51148], [3.12350, -2.84650, 1.64344], [2.02627, -2.27330, -0.51257], [3.92928, -1.85115, -1.39132], [4.53083, -1.95109, 0.26416], [5.28765, 0.10003, -0.88102], [4.30631, 0.50673, 0.52888], [3.51695, 0.61769, -2.28089], [3.54062, 1.82789, -1.17474], [0.65692, -0.40406, -4.50484], [1.09658, -1.66775, -4.23719], [1.31926, -1.74866, -2.90331], [1.02465, -0.53467, -2.27771], [0.63047, 0.27961, -3.32534], [0.38886, 1.61934, -3.02625], [0.62840, 2.00645, -1.72119], [0.38473, 3.37842, -1.72688], [0.01065, 3.78708, -2.96702], [0.00442, 2.68977, -3.77981], [0.42767, -0.05824, -5.42227], [1.21379, -2.41019, -4.99788], [1.66834, -2.61134, -2.37206], [0.51997, 3.99733, -0.86127], [-0.24126, 4.76721, -3.32080], [-0.27264, 2.68479, -4.74974], [2.87987, 3.37307, -0.10942], [2.23358, 2.83295, 0.76070], [2.30948, 1.51759, 0.93591], [1.16730, 3.43129, 1.62439], [1.21788, 4.55444, 2.43350], [0.10106, 4.87323, 3.20614], [-1.03749, 4.08496, 3.23915], [-1.07950, 2.94924, 2.44227], [-0.01121, 2.65043, 1.57631], [-0.10787, 1.69137, 0.65921], [-2.13677, 1.97975, 2.49597], [-3.25151, 2.30731, 2.77870], [-1.77913, 0.82564, 2.23022], [0.15672, 6.07978, 4.06588], [1.17187, 6.71300, 4.00494], [-0.81632, 6.28792, 4.73008], [2.09637, 5.18476, 2.48470], [-1.86499, 4.34525, 3.88761], [-4.62083, -1.78932, -1.72549], [-4.49154, -1.17694, -0.34593], [-3.71455, 0.12284, -0.26092], [-2.31209, 0.15241, -0.87991], [-0.87019, -1.00299, 0.04675], [-0.95215, -2.87649, -0.87650], [-1.92389, -3.85994, -0.23463], [-1.24088, -4.95660, 0.57112], [-1.02817, -4.57716, 2.03152], [-5.23472, -2.68416, -1.67648], [-3.65238, -2.06699, -2.13647], [-5.09779, -1.09565, -2.41840], [-4.04737, -1.91910, 0.33345], [-5.49163, -0.99092, 0.05682], [-3.66810, 0.41250, 0.78867], [-4.30007, 0.89466, -0.77529], [-1.94302, 1.18924, -0.85425], [-2.36321, -0.14843, -1.92945], [-1.59321, -1.41092, 1.32928], [0.03300, -3.34067, -0.91542], [-1.23987, -2.67726, -1.90947], [-2.53643, -4.30584, -1.02433], [-2.63379, -3.33775, 0.41995], [-0.29193, -5.22433, 0.10757], [-1.86430, -5.85239, 0.55120], [-0.54839, -3.59769, 2.09660], [-0.41938, -5.32369, 2.53161], [-1.97682, -4.52167, 2.55515]],
  "atomic_forces_ev_per_a": [[2.006, 0.263, -0.053], [-0.043, -0.325, -0.343], [0.230, -0.281, -0.258], [-0.201, 0.217, 0.717], [-0.517, 0.446, -0.274], [0.436, 0.672, -0.087], [0.029, -0.449, 0.311], [-0.015, 0.039, 0.292], [-0.131, -0.015, -0.446], [0.076, 0.112, -0.345], [-0.005, 0.122, -0.115], [-0.184, -0.055, 0.072], [0.204, 0.019, -0.143], [-0.124, 0.072, -0.186], [-0.181, 0.465, 0.160], [-0.126, -0.032, 0.131], [-0.185, 0.011, -0.080], [-0.091, 0.096, -0.040], [0.023, -0.119, -0.298], [-0.478, -0.117, 0.215], [-0.424, -0.432, 0.052], [0.137, 0.587, 1.627], [-0.007, -0.051, 0.053], [-0.094, 0.431, 0.811], [-0.789, 0.929, -2.238], [0.667, -2.986, 0.167], [-0.347, 2.558, 1.146], [-0.514, 0.381, -2.918], [0.036, -0.226, 0.283], [0.021, 0.039, 0.345], [0.583, -1.447, 1.250], [-0.066, 0.130, -0.158], [0.023, -0.192, -0.234], [-0.030, -0.134, 0.017], [-0.033, 0.019, 0.079], [-0.058, 0.171, -0.074], [0.022, -0.027, -0.130], [-0.260, 0.254, 0.896], [0.722, 1.848, -0.957], [0.313, -1.090, 0.796], [-0.606, -0.859, -0.313], [-0.207, 0.214, 0.216], [0.344, -0.540, -0.508], [-0.084, -0.255, -0.097], [1.273, 0.515, -0.512], [0.029, 1.427, 1.373], [0.163, -0.802, -1.007], [-0.497, -0.884, -0.040], [-0.085, 0.264, 0.091], [-0.420, 0.310, 0.526], [-0.022, -0.578, -0.385], [0.557, 0.519, 0.071], [-0.541, 0.297, 0.479], [0.016, 0.004, 0.010], [-0.018, -0.013, 0.030], [-0.076, 0.200, -0.036], [0.002, -0.508, 0.375], [0.085, -0.353, 0.574], [0.580, 1.286, -0.592], [-2.784, -3.460, -0.489], [0.607, 1.112, 0.075], [-0.389, 0.100, 0.195], [-0.308, -0.197, 0.319], [0.106, -0.069, -0.319], [-0.017, -0.084, -0.084], [0.151, -0.116, -0.122], [-0.024, 0.001, -0.082], [-0.090, 0.186, -0.052], [0.103, 0.041, -0.004], [0.000, 0.144, -0.013], [0.269, 0.136, -0.119], [-0.230, -0.266, -0.105], [0.298, -0.211, 0.018], [0.494, 0.274, 0.430], [0.183, -0.021, -0.038], [0.069, 0.193, -0.077], [0.114, 0.093, -0.002], [0.028, -0.112, -0.084], [0.092, -0.100, -0.116], [0.084, -0.015, -0.091], [0.123, 0.084, 0.219], [0.140, 0.037, 0.159], [-0.136, 0.102, 0.087]],
  "homo_energy_ha": [-0.64474, -0.64478],
  "charge": 3,
  "largest_force_ev_per_a": 4.5
}


{
  "formula": "C25H40N4O4S",
  "method": "ωB97M-V with the def2-TZVPD basis set",
  "elements": ["C", "C", "O", "C", "C", "C", "N", "C", "S", "N", "C", "C", "C", "N", "C", "C", "O", "C", "C", "C", "O", "C", "C", "C", "C", "N", "C", "O", "C", "C", "C", "C", "C", "C", "H", "H", "H", "H", "H", "H", "H", "H", "H", "H", "H", "H", "H", "H", "H", "H", "H", "H", "H", "H", "H", "H", "H", "H", "H", "H", "H", "H", "H", "H", "H", "H", "H", "H", "H", "H", "H", "H", "H", "H"],
  "coordinates": [[2.09610, 4.97943, -1.22770], [0.95807, 4.03538, -0.87339], [1.52834, 2.77839, -0.55170], [0.70198, 1.79068, -0.08457], [-0.67531, 1.89205, 0.00091], [-1.43231, 0.84943, 0.51853], [-2.82325, 0.90407, 0.64463], [-3.61312, 1.95204, 0.94622], [-3.15907, 3.54939, 0.91629], [-4.89026, 1.69363, 1.31967], [-5.57714, 0.43128, 1.42202], [-6.43041, 0.12613, 0.18422], [-5.60331, 0.06976, -1.09974], [-4.49942, -0.87704, -1.03976], [-3.61465, -0.69481, -2.18470], [-2.44458, -1.67467, -2.11046], [-2.89123, -3.00899, -2.04941], [-3.73134, -3.18355, -0.93495], [-4.94845, -2.26169, -1.00574], [-0.80190, -0.34010, 0.91974], [-1.63625, -1.32641, 1.39316], [-1.06837, -2.46491, 2.01596], [-0.48082, -2.16003, 3.38904], [0.57314, -0.45445, 0.80288], [1.33193, 0.60289, 0.32060], [2.72477, 0.55710, 0.22246], [3.58176, -0.43516, 0.58216], [3.23975, -1.50039, 1.05215], [5.03620, -0.07943, 0.29488], [5.32234, -0.34034, -1.19001], [6.78006, -0.02886, -1.51584], [7.71225, -0.86741, -0.64703], [7.43224, -0.61278, 0.83077], [5.97548, -0.91752, 1.16116], [2.65724, 4.58940, -2.07318], [2.76990, 5.08687, -0.38164], [1.69497, 5.95460, -1.48690], [0.27411, 3.92783, -1.72555], [0.39283, 4.42134, -0.01625], [-1.18463, 2.78736, -0.30637], [-3.25774, -0.01391, 0.62784], [-5.44811, 2.52631, 1.44118], [-6.22902, 0.47528, 2.30080], [-4.85576, -0.37194, 1.58104], [-6.96020, -0.81291, 0.34573], [-7.17929, 0.91148, 0.06258], [-5.16875, 1.05756, -1.27635], [-6.27656, -0.15494, -1.94605], [-3.22839, 0.32664, -2.17267], [-4.15938, -0.85718, -3.13126], [-1.82742, -1.59631, -3.00682], [-1.83148, -1.44470, -1.22881], [-4.04112, -4.23000, -0.94153], [-3.17379, -2.96843, -0.01202], [-5.56675, -2.42263, -0.12151], [-5.54098, -2.51095, -1.90367], [-0.31721, -2.92630, 1.36481], [-1.90879, -3.15890, 2.11820], [-0.14381, -3.08367, 3.85076], [-1.23575, -1.70061, 4.02299], [0.36342, -1.48121, 3.30674], [1.09523, -1.34864, 1.09387], [3.11191, 1.41261, -0.15359], [5.19729, 0.98347, 0.50797], [5.11612, -1.39048, -1.40801], [4.66138, 0.26783, -1.81271], [6.97113, -0.23046, -2.57191], [6.97379, 1.03180, -1.33711], [8.75223, -0.62654, -0.87716], [7.55594, -1.92560, -0.86720], [8.08626, -1.23351, 1.44603], [7.64767, 0.43294, 1.06517], [5.76339, -1.97317, 0.98486], [5.77688, -0.71346, 2.21525]],
  "atomic_forces_ev_per_a": [[-0.253, -0.364, 0.114], [-0.008, 0.406, -0.118], [0.118, -0.272, 0.097], [-0.046, -0.415, 0.119], [0.280, 0.042, -0.147], [0.510, -0.202, 0.095], [-0.657, -0.389, 0.211], [-0.094, 0.117, 0.119], [0.173, 0.819, 0.029], [-0.111, -0.151, -0.059], [-0.270, -0.255, -0.165], [0.358, -0.022, -0.029], [-0.170, 0.043, 0.110], [-0.101, -0.083, -0.065], [0.303, -0.211, -0.025], [-0.002, 0.415, -0.108], [-0.025, -0.156, -0.124], [-0.349, -0.041, 0.143], [0.276, -0.210, 0.057], [-0.247, 0.426, -0.073], [0.034, 0.417, -0.202], [0.139, -0.308, 0.319], [-0.154, 0.087, -0.360], [-0.062, -0.181, 0.033], [-0.269, 0.138, -0.043], [-0.107, 0.505, -0.192], [0.382, 0.402, -0.052], [-0.093, -0.284, 0.100], [-0.067, -0.518, 0.046], [0.125, 0.344, -0.029], [-0.039, -0.308, -0.071], [0.090, 0.324, 0.064], [-0.057, -0.254, -0.081], [0.019, 0.289, 0.070], [0.059, 0.009, -0.093], [0.067, 0.050, 0.069], [-0.018, 0.119, -0.038], [0.011, -0.024, 0.135], [-0.011, -0.103, -0.085], [0.003, 0.023, -0.032], [-0.034, 0.108, -0.097], [0.229, -0.022, -0.018], [0.140, -0.089, -0.035], [-0.055, 0.017, 0.114], [-0.113, -0.016, 0.013], [-0.074, -0.037, 0.019], [-0.041, -0.004, -0.051], [0.095, 0.045, 0.000], [-0.004, 0.021, -0.025], [0.011, 0.047, 0.040], [-0.007, 0.065, 0.074], [-0.007, -0.007, -0.077], [-0.011, 0.064, 0.064], [-0.055, -0.038, -0.025], [-0.036, -0.051, -0.013], [-0.019, 0.015, 0.054], [-0.102, 0.016, -0.004], [0.163, 0.038, -0.069], [0.061, -0.099, 0.074], [-0.057, 0.017, 0.070], [0.088, 0.028, 0.064], [-0.012, -0.047, 0.038], [0.111, -0.179, 0.086], [-0.023, 0.011, -0.019], [-0.071, -0.055, -0.019], [-0.040, -0.065, -0.028], [0.011, 0.087, -0.023], [0.023, 0.074, -0.042], [0.022, -0.083, -0.031], [0.038, -0.083, -0.033], [0.031, 0.067, 0.053], [0.073, 0.051, 0.044], [-0.039, -0.024, 0.043], [-0.038, -0.091, 0.018]],
  "homo_energy_ha": -0.27079,
  "e_above_lowest_kj_mol": 0.0,
  "smiles": "CCOc1cc(NC(=S)NCCCN2CCOCC2)c(OCC)cc1NC(=O)C1CCCCC1",
  "largest_force_ev_per_a": 0.8
}


{
  "formula": "C25H41Cl2HfOP",
  "method": "ωB97M-V with the def2-TZVPD basis set",
  "elements": ["P", "C", "C", "C", "C", "C", "C", "C", "C", "C", "C", "C", "C", "C", "C", "C", "C", "C", "C", "H", "H", "H", "H", "H", "H", "H", "H", "H", "H", "H", "H", "H", "H", "H", "H", "H", "H", "H", "H", "H", "H", "H", "H", "H", "H", "H", "H", "H", "H", "H", "H", "H", "Hf", "Cl", "Cl", "C", "H", "C", "C", "C", "C", "C", "C", "H", "H", "H", "H", "H", "O", "H", "H"],
  "coordinates": [[-0.91855, -2.71584, -0.36064], [0.52159, -3.86298, -0.00533], [0.24582, -5.35332, 0.20221], [1.53665, -6.06107, 0.65284], [2.72356, -5.81491, -0.28762], [2.94370, -4.33289, -0.60442], [1.64690, -3.63924, -1.03537], [-1.54199, -3.02074, -2.09504], [-1.81471, -4.46091, -2.51977], [-2.52513, -4.45799, -3.88484], [-1.74766, -3.69052, -4.96340], [-1.26655, -2.30201, -4.51820], [-0.63484, -2.30290, -3.11995], [-2.32851, -3.18504, 0.75424], [-1.89424, -3.06561, 2.23082], [-3.04868, -3.27335, 3.22246], [-4.27959, -2.41383, 2.91065], [-4.71684, -2.50233, 1.44415], [-3.56106, -2.30388, 0.45215], [0.87838, -3.45563, 0.96510], [-0.12721, -5.80341, -0.72938], [-0.53856, -5.49623, 0.95878], [1.35021, -7.13617, 0.75538], [1.79836, -5.68239, 1.64863], [3.63354, -6.23231, 0.15566], [2.55160, -6.35653, -1.22720], [3.32981, -3.82147, 0.28747], [3.69458, -4.21953, -1.39497], [1.82838, -2.56398, -1.18311], [1.33792, -4.05394, -2.00678], [-2.51216, -2.48669, -2.09343], [-3.50711, -3.98451, -3.75688], [-2.43617, -4.97349, -1.77174], [-0.86903, -5.02087, -2.59261], [-2.70285, -5.49039, -4.21012], [-2.37728, -3.58384, -5.85370], [-0.87857, -4.28792, -5.26631], [-0.53991, -1.90980, -5.24310], [-2.12051, -1.60965, -4.51310], [-0.42702, -1.27162, -2.79657], [0.33714, -2.81245, -3.17273], [-2.53172, -4.24232, 0.48920], [-1.09178, -3.78445, 2.45475], [-1.46554, -2.06220, 2.38533], [-3.33882, -4.33326, 3.21546], [-2.68977, -3.04291, 4.23308], [-4.06360, -1.36805, 3.15969], [-5.11015, -2.71664, 3.55743], [-5.48304, -1.74259, 1.24476], [-5.17882, -3.48261, 1.26150], [-3.92869, -2.49749, -0.56522], [-3.24692, -1.24774, 0.47368], [0.46440, 2.04335, 0.30090], [-1.67912, 1.75217, -0.49711], [0.59132, 0.69504, 2.14039], [1.63235, 0.83381, -0.89073], [2.23530, 0.07156, -0.38548], [1.94233, 1.00584, -2.29700], [0.96676, 1.56439, -3.17909], [1.28253, 1.86160, -4.50184], [2.55859, 1.57779, -5.00858], [3.52237, 0.97512, -4.17498], [3.22423, 0.67776, -2.85451], [-0.04437, 1.75518, -2.78979], [0.52998, 2.31910, -5.14806], [4.51087, 0.74366, -4.57684], [3.96654, 0.21701, -2.19927], [2.80436, 1.81679, -6.04287], [1.45331, 4.00034, 0.51995], [1.46637, 4.53390, 1.33786], [2.09729, 4.40776, -0.09425]],
  "atomic_forces_ev_per_a": [[0.529, 1.419, -0.152], [-0.431, 0.135, 0.194], [0.238, -0.100, -0.084], [-0.123, 0.098, 0.034], [-0.116, -0.060, -0.147], [-0.193, 0.088, 0.166], [-0.027, -0.098, 0.041], [0.136, 0.031, 0.339], [-0.095, 0.033, -0.326], [0.024, -0.007, 0.122], [0.172, -0.097, 0.034], [-0.143, 0.062, 0.148], [-0.025, -0.085, -0.059], [0.106, -0.894, -0.323], [-0.051, 0.129, -0.150], [-0.021, -0.109, -0.155], [0.115, 0.077, -0.078], [0.122, -0.179, -0.034], [0.196, 0.050, 0.069], [-0.050, -0.145, -0.331], [0.115, 0.076, 0.171], [0.144, -0.006, -0.141], [0.099, 0.097, 0.019], [-0.027, -0.050, -0.002], [-0.074, -0.034, -0.071], [-0.002, 0.040, 0.053], [0.003, -0.057, -0.066], [-0.031, -0.036, 0.146], [-0.124, -0.224, 0.010], [0.036, 0.051, 0.225], [0.297, -0.093, -0.024], [0.029, -0.072, 0.022], [0.102, 0.047, -0.154], [-0.169, 0.149, -0.018], [-0.032, 0.161, -0.045], [0.103, -0.065, 0.041], [-0.025, 0.019, 0.055], [-0.205, -0.037, 0.102], [0.085, -0.074, -0.004], [-0.064, -0.265, -0.032], [-0.231, 0.114, 0.001], [-0.398, 0.244, 0.497], [-0.164, 0.173, -0.082], [-0.067, -0.129, -0.080], [0.024, 0.108, -0.002], [-0.080, -0.117, -0.104], [0.064, -0.029, -0.062], [0.073, 0.053, -0.036], [0.048, -0.179, 0.023], [0.056, 0.096, 0.041], [0.088, 0.038, 0.240], [0.016, -0.170, 0.003], [1.163, -2.193, -1.216], [-1.112, 0.308, -0.432], [0.051, -0.209, 1.163], [0.016, 1.126, 0.726], [-0.120, 0.082, 0.045], [-0.055, 0.140, -1.024], [0.507, -0.104, 0.338], [0.378, -0.091, -0.079], [0.009, -0.050, 0.287], [-0.445, 0.160, -0.276], [-0.868, 0.264, 0.374], [0.451, -0.108, -0.245], [0.203, -0.172, 0.150], [-0.269, 0.038, 0.111], [-0.161, 0.132, -0.201], [-0.066, -0.072, 0.246], [0.650, 1.277, 0.141], [-0.074, -0.267, -0.457], [-0.308, -0.434, 0.320]],
  "homo_energy_ha": -0.22985,
  "largest_force_ev_per_a": 2.8
}